Entry 1:
Computed, not measured: a single C3H8N2O2 molecule in a non-equilibrium geometry, with the ωB97M-V functional and the def2-TZVPD basis.

```
15
Properties=species:S:1:pos:R:3:forces:R:3:nbo_charge:R:1
O -0.493 1.049 -2.037 -0.1 0.2 0.5 -0.592
C -0.393 0.067 -1.328 0.0 -0.1 -1.3 0.660
N -1.460 -0.786 -1.165 0.2 0.3 0.1 -0.836
C 0.948 -0.354 -0.772 -0.3 0.0 1.2 -0.322
N 0.960 -0.489 0.690 -0.9 -0.3 0.0 -0.644
C 0.167 0.507 1.382 0.8 0.3 0.6 0.088
O 0.215 0.257 2.771 -0.2 -0.1 -0.1 -0.713
H -2.216 -0.538 -1.784 -0.2 -0.2 0.0 0.400
H -1.286 -1.767 -1.036 0.0 0.0 0.2 0.392
H 1.116 -1.356 -1.158 0.6 0.1 -0.5 0.210
H 1.664 0.406 -1.071 0.1 -0.2 -0.6 0.210
H 1.901 -0.421 1.043 0.2 -0.1 0.0 0.369
H 0.608 1.504 1.268 -0.3 0.2 0.0 0.147
H -0.854 0.505 1.011 -0.1 0.0 -0.1 0.164
H -0.155 -0.624 2.914 0.1 0.1 0.0 0.468
```
Forces are in eV/Å.

- Charge: 0
- Relative energy (zero: lowest compared OMol25 entry of this formula, charge and spin): 1.155 eV
- Structure (SMILES): NC(=O)CNCO
- DFT total energy: -10315.797 eV
- E_HOMO: -9.41 eV

Entry 2:
Computed, not measured: a molecular structure, C36H46N4O2P2Ti in a non-equilibrium geometry, with the ωB97M-V functional and the def2-TZVPD basis.

```
91
Properties=species:S:1:pos:R:3:forces:R:3:mulliken_charge:R:1
Ti -0.844 -0.292 0.070 -0.5 0.0 -0.6 -1.605
C 2.047 2.864 -0.832 0.3 0.3 -0.5 -1.312
N 1.062 1.823 -0.497 -0.6 -1.1 1.1 0.305
P 1.611 0.328 0.184 1.2 1.8 0.0 2.925
C 2.578 0.841 1.648 -0.4 -0.6 -0.3 0.993
C 1.880 1.307 2.765 -0.2 -0.1 -0.1 0.176
C 2.569 1.822 3.846 -0.1 0.1 0.1 -1.253
C 3.958 1.901 3.817 -0.1 -0.1 -0.1 -0.783
C 4.650 1.458 2.701 0.1 0.0 0.0 -0.786
C 3.971 0.919 1.620 -0.1 -0.1 -0.1 -0.966
C 2.768 -0.392 -1.016 -0.4 -0.3 0.4 0.429
C 3.671 -1.354 -0.543 -0.1 0.1 0.1 -0.908
C 4.607 -1.906 -1.400 0.0 -0.1 0.0 -0.862
C 4.629 -1.538 -2.740 -0.1 0.0 0.1 -0.791
C 3.706 -0.618 -3.221 -0.1 0.0 -0.1 -0.839
C 2.768 -0.055 -2.373 -0.1 0.1 0.2 -0.592
P -0.488 2.237 0.215 1.0 1.0 -2.0 1.201
C -1.596 1.988 -1.251 0.4 -0.3 0.4 0.660
C -1.184 1.213 -2.350 0.4 0.2 0.2 0.296
C -1.992 1.130 -3.482 -0.3 -0.1 -0.2 -0.846
C -3.212 1.791 -3.513 0.4 -0.3 -0.2 -0.721
C -3.652 2.508 -2.403 0.2 0.1 0.4 -0.868
C -2.864 2.586 -1.267 -0.2 0.0 -0.1 -0.871
C -0.418 4.043 0.372 -0.4 -0.4 0.6 0.672
C -0.065 4.601 1.600 0.0 -0.1 0.1 -0.222
C 0.091 5.973 1.703 0.0 0.0 0.0 -0.846
C -0.107 6.783 0.592 0.0 -0.1 0.1 -0.622
C -0.464 6.222 -0.628 0.0 0.0 -0.1 -0.933
C -0.630 4.855 -0.747 0.0 -0.2 0.0 -0.538
H 2.968 2.390 -1.169 -0.1 0.0 0.0 0.525
H 2.289 3.497 0.024 -0.1 -0.1 0.1 0.379
H 1.661 3.494 -1.632 0.1 0.0 0.0 0.351
H 0.790 1.282 2.764 0.1 0.0 0.1 0.283
H 2.030 2.162 4.716 0.0 0.1 0.1 0.542
H 4.495 2.311 4.658 0.0 0.0 0.1 0.457
H 5.727 1.531 2.663 0.1 0.0 0.0 0.501
H 4.529 0.573 0.763 0.1 0.0 0.0 0.432
H 3.657 -1.645 0.501 0.1 0.0 0.0 0.631
H 5.324 -2.620 -1.024 0.1 -0.1 0.0 0.547
H 5.359 -1.971 -3.409 0.1 0.0 0.0 0.486
H 3.721 -0.332 -4.261 0.0 0.0 -0.1 0.533
H 2.070 0.674 -2.762 0.0 0.1 0.0 0.350
H -0.147 0.873 -2.406 -0.2 0.1 0.0 0.215
H -1.642 0.602 -4.357 0.0 -0.1 -0.1 0.522
H -3.809 1.773 -4.412 -0.1 0.0 -0.1 0.497
H -4.593 3.035 -2.443 -0.1 0.1 0.0 0.559
H -3.194 3.181 -0.423 0.0 0.0 0.0 0.604
H 0.088 3.971 2.466 0.0 0.0 0.1 0.333
H 0.362 6.413 2.649 0.0 0.0 0.1 0.486
H 0.011 7.852 0.677 0.0 0.1 0.0 0.468
H -0.610 6.852 -1.492 0.0 0.1 -0.1 0.460
H -0.909 4.428 -1.701 0.0 0.0 0.0 0.537
C -3.845 -0.608 -0.720 -0.5 -0.2 -1.0 -1.026
O -2.918 -0.121 0.266 0.2 0.0 0.7 0.722
C -3.493 -0.012 1.580 0.0 0.0 0.8 -0.890
C -2.329 0.177 2.568 -1.0 0.8 0.0 -0.722
O -1.177 -0.524 2.041 -0.1 0.0 -0.4 0.548
C -0.405 -1.223 3.045 0.9 -0.7 0.6 -1.065
H -4.743 0.014 -0.747 0.2 0.0 0.1 0.363
H -4.138 -1.644 -0.513 0.2 0.1 0.1 0.412
H -3.351 -0.551 -1.695 -0.1 0.0 0.2 0.195
H -4.070 -0.921 1.801 0.2 0.1 -0.1 0.453
H -4.183 0.841 1.639 0.2 -0.2 -0.1 0.460
H -2.607 -0.225 3.551 0.2 0.0 -0.3 0.632
H -2.065 1.244 2.671 0.0 -0.5 0.0 0.324
H -0.226 -0.584 3.917 -0.1 0.1 -0.4 0.480
H 0.555 -1.496 2.588 -0.3 0.1 0.2 0.292
H -0.935 -2.124 3.370 0.0 0.2 -0.2 0.332
C -2.366 -5.645 0.706 0.1 0.1 0.0 -0.740
C -2.249 -4.554 1.756 0.0 -0.5 0.1 -0.722
N -1.815 -3.322 1.089 0.2 0.3 -0.5 0.139
C -1.023 -3.319 -0.007 -0.6 -1.2 1.0 0.014
N -0.722 -2.091 -0.550 0.1 0.3 0.0 0.895
C -0.190 -2.201 -1.918 0.4 -0.1 -0.8 -0.250
C 0.957 -3.206 -1.966 -0.2 0.1 0.3 -0.148
C 0.420 -4.568 -1.560 0.6 0.2 -0.6 -1.074
N -0.583 -4.461 -0.508 -0.1 0.8 0.2 0.122
C -1.031 -5.760 -0.003 -0.5 -0.6 0.4 -0.608
H -3.162 -5.394 0.003 0.0 0.0 -0.1 0.336
H -2.616 -6.601 1.159 0.0 0.0 0.1 0.392
H -1.507 -4.830 2.513 -0.1 0.0 0.0 0.356
H -3.203 -4.381 2.254 0.1 0.1 0.0 0.422
H -2.326 -2.475 1.291 0.1 -0.2 -0.2 -0.417
H 0.175 -1.219 -2.249 -0.1 -0.1 0.0 -0.131
H -0.994 -2.533 -2.592 0.1 0.3 0.1 0.570
H 1.750 -2.885 -1.286 0.0 0.0 -0.1 -0.160
H 1.364 -3.262 -2.975 0.0 0.1 0.0 0.623
H 1.234 -5.199 -1.190 -0.1 0.0 0.0 0.443
H -0.030 -5.087 -2.414 0.0 0.1 0.2 0.502
H -0.271 -6.163 0.675 0.0 0.1 -0.1 0.347
H -1.105 -6.447 -0.849 0.1 0.2 0.0 0.393
```
Forces are in eV/Å.

- Charge: +4
- Relative energy (zero: lowest compared OMol25 entry of this formula, charge and spin): 1.009 eV
- DFT total energy: -89789.127 eV
- E_HOMO: -19.01 eV

Entry 3:
Computed, not measured: a molecular structure, C18H15CaN4S, with the ωB97M-V functional and the def2-TZVPD basis.

```
39
Properties=species:S:1:pos:R:3:forces:R:3:nbo_charge:R:1
Ca -0.451 -0.470 1.153 -0.2 -0.1 0.2 1.792
C -3.820 -1.062 0.702 -0.1 -0.1 0.1 -0.666
C -3.381 -0.384 -0.562 0.0 0.0 0.0 0.254
C -4.278 -0.043 -1.562 0.0 0.0 0.0 -0.241
C -3.804 0.597 -2.693 0.0 0.0 0.0 -0.114
C -2.453 0.885 -2.791 0.0 0.0 0.1 -0.221
C -1.611 0.521 -1.748 0.1 0.1 -0.3 0.183
N -2.074 -0.114 -0.663 0.1 0.0 0.1 -0.571
C -0.145 0.816 -1.798 0.1 0.0 -0.1 0.188
C 0.432 1.542 -2.831 0.0 0.0 0.1 -0.209
C 1.799 1.756 -2.809 0.0 0.0 0.0 -0.123
C 2.557 1.257 -1.769 -0.1 0.0 0.1 -0.221
C 1.917 0.555 -0.754 0.1 0.0 -0.1 0.293
N 0.599 0.341 -0.793 0.0 0.0 0.0 -0.578
C 2.656 0.011 0.425 0.1 0.0 -0.1 0.163
C 4.000 0.282 0.628 -0.1 0.0 0.1 -0.211
C 4.618 -0.224 1.760 0.0 0.0 0.0 -0.112
C 3.883 -0.978 2.654 -0.1 -0.1 0.0 -0.237
C 2.543 -1.214 2.387 0.1 0.0 0.1 0.255
C 1.666 -1.974 3.336 0.0 -0.1 0.1 -0.669
N 1.952 -0.737 1.287 0.0 0.1 -0.1 -0.578
H -4.888 -1.264 0.701 0.0 0.0 0.0 0.251
H -3.615 -0.431 1.571 0.0 0.0 0.0 0.235
H -3.314 -2.024 0.828 0.0 0.0 0.0 0.218
H -5.326 -0.279 -1.446 0.0 0.0 0.0 0.239
H -4.478 0.871 -3.493 0.0 0.0 0.0 0.240
H -2.071 1.383 -3.666 0.0 0.0 0.0 0.231
H -0.157 1.945 -3.639 0.0 0.0 0.0 0.231
H 2.271 2.317 -3.604 0.0 0.0 0.0 0.240
H 3.622 1.423 -1.752 0.0 0.0 0.0 0.233
H 4.556 0.896 -0.060 0.0 0.0 0.0 0.230
H 5.663 -0.017 1.946 0.0 0.0 0.0 0.239
H 4.331 -1.373 3.555 0.0 0.0 0.0 0.238
H 2.248 -2.482 4.103 0.0 0.0 0.0 0.252
H 1.087 -2.741 2.814 0.0 0.0 0.0 0.214
H 0.985 -1.290 3.854 0.0 0.0 0.0 0.238
S 1.571 3.262 1.811 -0.1 -0.2 0.2 -0.200
C 0.417 2.190 2.181 0.1 0.3 -0.4 0.147
N -0.434 1.392 2.374 0.0 -0.1 0.2 -0.854
```
Forces are in eV/Å.

- Charge: +1
- Relative energy (zero: lowest compared OMol25 entry of this formula, charge and spin): 0.000 eV
- DFT total energy: -54142.634 eV
- E_HOMO: -10.60 eV

Entry 4:
Computed, not measured: 5 unconnected molecules or ions with the total composition C34H40BClN4O14S2, with the ωB97M-V functional and the def2-TZVPD basis.

```
96
Properties=species:S:1:pos:R:3:forces:R:3:mulliken_charge:R:1
C -6.112 0.896 -4.170 0.1 0.0 0.0 -1.260
C -4.883 0.867 -3.219 0.2 0.0 -0.2 -0.278
B -4.689 -0.568 -2.629 0.0 0.3 0.2 0.122
O -4.033 -1.513 -3.413 -0.5 -0.2 0.0 -0.768
C -5.093 -1.084 -1.151 -0.3 -0.5 -0.2 1.912
C -3.876 -0.896 -0.205 0.0 -0.2 -0.4 -1.928
C -2.567 -1.436 -0.783 0.2 0.0 0.1 -0.772
C -1.533 -1.655 0.330 -0.2 -0.1 -0.1 -0.815
C -1.609 -3.064 0.925 0.2 0.3 0.2 -0.779
S -0.575 -4.329 0.209 -0.4 -0.4 0.0 1.053
O -1.126 -4.760 -1.034 0.0 0.2 -0.2 -0.533
O -0.255 -5.285 1.217 0.1 0.0 0.1 -0.551
Cl 1.171 -3.362 -0.239 0.1 0.1 0.0 -0.222
C -5.498 -2.574 -1.191 0.0 0.1 0.3 -1.268
C -6.755 -2.870 -2.012 -0.1 -0.1 0.0 -0.761
C -7.765 -1.732 -1.952 0.1 0.1 -0.2 -0.298
O -7.746 -1.095 -0.667 0.1 -0.4 0.1 -0.423
S -6.456 -0.231 -0.318 0.3 0.3 0.1 1.395
O -6.635 1.082 -0.860 0.0 0.0 -0.1 -0.704
O -6.301 -0.372 1.096 -0.1 0.0 0.1 -0.719
H -5.851 1.352 -5.124 -0.1 0.1 0.0 0.307
H -6.484 -0.105 -4.412 0.0 0.0 0.0 0.251
H -6.932 1.462 -3.732 0.0 -0.1 0.0 0.315
H -4.963 1.644 -2.466 -0.1 0.0 0.0 0.254
H -3.993 1.076 -3.821 0.0 0.0 0.1 0.513
H -4.581 -1.991 -4.046 0.3 0.1 0.0 0.361
H -3.759 0.162 0.019 0.0 -0.1 0.1 0.726
H -4.099 -1.427 0.723 -0.1 0.1 0.1 0.296
H -2.727 -2.388 -1.292 0.0 0.0 -0.1 0.549
H -2.156 -0.750 -1.523 -0.1 0.0 0.0 0.310
H -0.535 -1.445 -0.041 0.1 0.0 0.1 0.661
H -1.710 -0.965 1.156 0.0 0.1 -0.1 0.182
H -1.355 -3.079 1.983 0.0 -0.1 0.0 0.506
H -2.604 -3.493 0.787 0.0 -0.1 0.1 0.278
H -4.670 -3.174 -1.563 0.1 0.1 0.0 0.260
H -5.672 -2.879 -0.154 0.0 -0.1 0.0 0.651
H -7.202 -3.787 -1.627 -0.1 0.0 0.0 0.421
H -6.533 -3.061 -3.067 0.1 0.0 0.0 0.311
H -8.779 -2.093 -2.094 -0.1 0.1 0.1 0.436
H -7.577 -0.972 -2.713 0.0 0.0 0.0 0.046
C -0.306 5.245 2.471 0.0 0.0 0.0 -0.465
C 0.530 5.053 1.380 0.0 0.0 0.0 -0.515
C 0.301 4.004 0.503 0.0 0.1 0.0 -0.485
C -0.776 3.172 0.743 0.0 0.0 0.0 0.255
C -1.622 3.339 1.826 0.0 0.0 0.1 -0.143
C -1.377 4.389 2.696 0.0 0.0 0.0 -0.733
N -1.044 2.073 -0.196 0.0 0.0 0.0 0.958
O -0.286 1.917 -1.131 0.0 0.0 0.0 -0.626
O -2.022 1.376 0.014 0.2 0.2 0.0 -0.515
H -0.133 6.073 3.144 0.0 0.0 0.0 0.476
H 1.360 5.724 1.205 0.0 0.0 0.0 0.396
H 0.937 3.837 -0.354 0.0 0.0 0.0 0.483
H -2.454 2.667 1.978 0.0 0.0 0.0 0.454
H -2.027 4.547 3.546 0.0 0.0 0.0 0.386
C 4.427 -4.643 -1.154 0.1 0.0 0.0 -0.060
C 4.797 -3.411 -0.631 0.0 0.0 0.0 -0.170
C 6.126 -3.019 -0.642 -0.1 0.1 0.0 -0.523
C 7.060 -3.882 -1.184 0.0 0.0 0.0 0.107
C 6.720 -5.116 -1.706 0.0 -0.1 0.0 -0.394
C 5.387 -5.494 -1.687 0.0 0.0 0.0 -0.644
N 8.473 -3.467 -1.208 0.0 0.0 0.0 1.000
O 8.756 -2.390 -0.722 0.0 0.0 0.0 -0.588
O 9.282 -4.231 -1.700 0.0 0.0 0.0 -0.609
H 3.388 -4.944 -1.146 0.0 0.0 0.0 0.312
H 4.051 -2.749 -0.211 0.0 0.0 0.0 0.296
H 6.435 -2.067 -0.240 0.0 0.0 0.0 0.455
H 7.481 -5.762 -2.117 0.0 0.0 0.0 0.467
H 5.097 -6.454 -2.090 0.0 0.0 0.0 0.376
C -4.329 7.762 -1.320 0.0 0.0 0.0 -0.459
C -3.865 9.045 -1.065 0.0 0.0 0.0 -0.379
C -3.221 9.329 0.129 0.0 0.1 -0.1 -0.459
C -3.056 8.307 1.045 0.0 0.0 0.0 0.115
C -3.512 7.021 0.816 0.0 -0.1 0.0 -0.277
C -4.155 6.753 -0.382 0.0 0.0 0.0 -0.570
N -2.356 8.595 2.312 0.0 -0.1 -0.1 1.039
O -1.966 9.727 2.502 0.0 0.0 0.0 -0.612
O -2.204 7.669 3.086 0.0 0.1 0.1 -0.614
H -4.829 7.546 -2.255 0.0 0.0 0.0 0.388
H -4.002 9.829 -1.797 0.0 0.0 0.0 0.370
H -2.852 10.320 0.348 0.0 0.0 0.0 0.465
H -3.363 6.251 1.557 0.0 0.0 0.0 0.484
H -4.520 5.754 -0.581 0.0 0.0 0.0 0.513
C 10.478 -5.229 2.502 0.0 0.0 0.0 -0.660
C 10.149 -4.096 1.769 0.0 -0.1 0.0 -0.115
C 10.014 -2.871 2.402 0.0 0.0 -0.1 -0.534
C 10.216 -2.812 3.768 0.0 0.0 0.0 0.168
C 10.542 -3.925 4.521 0.0 -0.1 0.0 -0.488
C 10.672 -5.144 3.875 0.0 0.0 0.0 -0.330
N 10.083 -1.510 4.451 0.0 0.0 0.0 1.014
O 9.773 -0.548 3.777 0.0 0.0 0.0 -0.607
O 10.292 -1.477 5.648 0.0 0.0 0.0 -0.613
H 10.584 -6.181 2.000 0.0 0.0 0.0 0.392
H 10.007 -4.166 0.701 0.1 0.0 0.0 0.443
H 9.760 -1.982 1.845 0.0 0.0 0.0 0.506
H 10.689 -3.835 5.587 0.0 0.1 0.0 0.455
H 10.927 -6.027 4.445 0.0 0.0 0.0 0.372
```
Forces are in eV/Å.

- Charge: 0
- Relative energy (zero: lowest compared OMol25 entry of this formula, charge and spin): 0.000 eV
- Structure (SMILES): CCB(O)[C@]1(CCCCS(=O)(=O)Cl)CCCOS1(=O)=O.O=[N+]([O-])c1ccccc1.O=[N+]([O-])c1ccccc1.O=[N+]([O-])c1ccccc1.O=[N+]([O-])c1ccccc1
- DFT total energy: -105391.339 eV
- E_HOMO: -9.93 eV

Entry 5:
Computed, not measured: a single C3H4N2O molecule, with the ωB97M-V functional and the def2-TZVPD basis.

```
10
Properties=species:S:1:pos:R:3:forces:R:3:nbo_charge:R:1
N -0.789 -0.280 -1.633 0.3 -0.1 0.3 -0.590
C -0.210 -0.131 -0.515 -0.2 0.1 -0.1 0.212
C -0.535 0.939 0.497 -0.1 0.0 -0.1 -0.166
O 0.379 0.704 1.580 -0.1 0.2 0.1 -0.339
N 1.173 -0.374 1.298 0.0 -0.3 -0.4 -0.018
C 0.880 -0.864 0.152 0.1 0.0 0.2 -0.103
H -0.394 -1.074 -2.140 -0.1 0.1 0.0 0.339
H -0.367 1.947 0.108 0.0 -0.1 0.0 0.222
H -1.558 0.856 0.876 0.1 0.0 -0.1 0.222
H 1.420 -1.725 -0.223 -0.1 0.1 0.1 0.220
```
Forces are in eV/Å.

- Charge: 0
- Relative energy (zero: lowest compared OMol25 entry of this formula, charge and spin): 2.704 eV
- Structure (SMILES): [H]/N=C1\C=NOC1
- DFT total energy: -8201.181 eV
- E_HOMO: -9.84 eV

Entry 6:
Computed, not measured: 4 unconnected molecules or ions with the total composition H8O4 in a non-equilibrium geometry, with the ωB97M-V functional and the def2-TZVPD basis.

```
12
Properties=species:S:1:pos:R:3:forces:R:3:nbo_charge:R:1
O -24.035 -6.124 7.309 0.1 -0.8 -0.3 -0.968
H -24.097 -5.964 8.242 0.0 0.1 0.6 0.469
H -24.136 -5.274 6.884 -0.2 0.4 -0.3 0.492
O -21.713 -3.920 4.610 1.1 0.7 -2.0 -0.947
H -22.537 -3.858 5.065 -1.1 0.1 0.4 0.475
H -21.820 -3.471 3.726 0.0 -0.8 1.6 0.465
O -24.125 -3.544 6.335 -0.4 -0.3 -0.7 -0.953
H -24.509 -2.818 5.847 -0.4 0.1 -0.4 0.491
H -23.674 -3.112 7.038 0.8 0.5 1.1 0.484
O -22.079 -7.542 5.562 0.4 -0.3 -0.4 -0.952
H -22.741 -7.190 6.151 -0.5 0.4 0.5 0.487
H -21.667 -8.244 6.068 0.1 -0.1 0.0 0.457
```
Forces are in eV/Å.

- Charge: 0
- Relative energy (zero: lowest compared OMol25 entry of this formula, charge and spin): 0.899 eV
- Structure (SMILES): O.O.O.O
- DFT total energy: -8319.777 eV
- E_HOMO: -10.48 eV